The following is a quantum chemistry calculation of a cluster of 6 separate species, C28H48N8O2P2S3 in total in a non-equilibrium geometry, from the Open Molecules 2025 dataset.

Output
SMILES: O=NOCP(CCCSC(=S)n1ccnc1)[PH2]=S.CCCC#N.CCCC#N.CCCC#N.CCCC#N.CCCC#N
E_tot, eV: -96907.6182
Maximum force, eV/A: 3.5
LUMO level, Eh: -0.0316

Atoms and positions in Å:
C 1.74899 -5.44059 -0.21097
S -5.41836 -2.57680 -2.79259
O -0.16963 -1.44052 -5.44603
N 4.97139 0.15208 0.73310
H -3.92248 4.58174 -1.30602
C 1.35089 0.07446 -1.76151
P -3.55683 -2.04807 -2.43317
C 1.37360 5.32007 0.64887
C -4.29089 -2.63067 4.92370
H -4.52312 0.84318 -1.13302
C -4.02388 1.80084 -0.97524
H 2.64749 2.19224 0.68268
C -0.18724 -3.08768 1.65298
C 0.50721 -3.77616 -2.24522
H -0.88790 -4.88354 0.34633
H 2.04427 5.84342 3.35612
H 2.28405 -0.20001 0.16860
H 6.33942 4.43500 -0.42970
H 8.06116 0.54079 0.23992
H -3.16122 -2.68474 -1.22731
H -5.16329 4.97957 -0.11311
C -0.12370 -4.25188 0.80498
C -4.40025 4.24798 -0.38296
H -3.51014 2.07326 -1.90121
N 1.16087 -1.57885 -5.05972
C -1.47296 -4.29851 -3.81374
C -5.19294 -3.22272 3.83641
C 7.23159 1.06613 -0.23571
H 1.94869 2.65778 -0.87464
C 1.97477 -3.46467 1.29853
H 7.32199 2.75829 1.10698
H 3.06557 -3.40147 1.31927
H 1.65438 -0.90339 -2.13764
H -2.70197 -4.11876 4.86337
C 6.21000 3.37024 -0.62168
H 3.31385 0.56031 -1.02998
H 8.29478 2.93302 -0.34647
H -3.46558 -0.64104 -2.23930
H -0.74130 -5.55418 -2.19992
S 1.83048 -5.03748 -1.97871
H -0.63907 -4.51831 -4.51529
P -2.32962 -2.67393 -4.16042
H -2.79061 -3.21284 6.36695
C 0.88352 6.41182 1.60407
N 3.91071 4.80042 1.08750
C -5.03709 2.86761 -0.57777
H -5.84343 -3.99298 4.25475
H 0.94154 1.89547 0.37101
H 7.27161 0.86109 -1.30727
H 0.79500 4.40463 0.78607
H -5.53725 2.55692 0.34264
C 1.93395 1.89749 -0.08759
H -1.66685 -0.36184 -4.53291
H -0.16203 6.63482 1.38045
H -0.54583 -1.16895 -3.35017
H -3.66685 -1.84210 4.49602
C 5.95789 0.54314 0.30609
H -4.91680 -2.16527 5.68842
H 1.45125 7.33085 1.43638
C 7.33474 2.57222 0.03040
H -2.23048 -5.10162 -3.96150
C 2.29582 0.52839 -0.64435
C 2.80495 5.02568 0.89558
H -3.27298 1.65015 -0.19819
H 1.25486 5.64365 -0.38663
C -3.38146 4.20233 0.69215
H 6.19832 3.21840 -1.70519
H -1.12088 -2.63549 2.00233
C -3.39236 -3.67235 5.58172
H 0.76279 -3.16986 -3.13532
C -4.37056 -3.82089 2.76094
H 0.61735 6.80696 3.71210
C -0.90963 -4.46092 -2.35607
C 1.00418 6.01381 3.07055
H 5.23575 3.08715 -0.22412
H -3.98450 -4.47262 6.03228
N 1.21951 -4.39255 0.63012
N -1.10181 -0.08655 -0.83691
H -5.82447 -2.44461 3.40531
C -1.05791 -1.27069 -4.32438
N -2.59478 4.16714 1.52228
H 0.43693 5.10338 3.27678
H 0.49081 -3.06562 -1.38289
N 1.09493 -2.67169 1.91403
H -1.61119 -4.15048 -1.55928
O 1.59425 -0.60337 -4.57281
S 2.27210 -6.87698 0.34320
C -0.03375 -0.01655 -1.24414
N -3.73016 -4.27999 1.93240
H 1.37284 0.77833 -2.59411
H -5.80502 2.93852 -1.35148

From a Mulliken analysis of the wavefunction, the atomic charges in e read:
1. C -0.032
2. S -0.442
3. O -0.189
4. N -0.421
5. H 0.267
6. C 0.027
7. P 0.514
8. C -0.025
9. C -0.419
10. H 0.241
11. C -0.910
12. H 0.468
13. C -0.681
14. C 0.629
15. H 0.675
16. H 0.363
17. H 0.267
18. H 0.322
19. H 0.306
20. H 0.016
21. H 0.317
22. C -0.162
23. C -0.428
24. H 0.332
25. N 0.189
26. C -0.869
27. C -0.434
28. C -0.516
29. H 0.367
30. C -0.087
31. H 0.296
32. H 0.388
33. H 0.211
34. H 0.305
35. C -0.800
36. H 0.286
37. H 0.314
38. H -0.147
39. H 0.468
40. S -0.163
41. H 0.448
42. P -0.165
43. H 0.323
44. C -0.569
45. N -0.479
46. C -0.631
47. H 0.286
48. H 0.482
49. H 0.280
50. H 0.024
51. H 0.319
52. C -1.491
53. H 0.428
54. H 0.322
55. H -0.681
56. H 0.290
57. C 0.330
58. H 0.305
59. H 0.334
60. C -0.454
61. H 0.445
62. C -0.676
63. C 0.253
64. H 0.348
65. H 0.353
66. C 0.248
67. H 0.350
68. H 0.531
69. C -1.086
70. H -0.032
71. C 0.279
72. H 0.352
73. C -0.339
74. C -1.185
75. H 0.033
76. H 0.310
77. N 0.154
78. N -0.430
79. H 0.272
80. C 0.406
81. N -0.444
82. H 0.293
83. H -0.407
84. N -0.624
85. H -0.091
86. O -0.227
87. S -0.149
88. C 0.079
89. N -0.407
90. H 0.491
91. H 0.359


The following is a quantum chemistry calculation of a cluster of 2 separate species, CH4BrN in total in a non-equilibrium geometry, from the Open Molecules 2025 dataset.

Output
E_tot, eV: -72629.7353
Maximum force, eV/A: 3.7
LUMO level (spin up / spin down), Eh: -0.0258 / -0.0076

Atoms and positions in Å:
Br 2.45839 -0.19643 -0.07743
H -0.52214 -1.07414 0.83014
H -0.92325 -0.57301 -0.86154
H -1.68080 0.15861 0.43731
H 0.56340 1.15592 -0.67639
N 1.05753 1.00388 0.18466
C -0.95314 -0.47482 0.16326

From a Mulliken analysis of the wavefunction, the atomic charges in e read:
1. Br 0.010
2. H 0.340
3. H 0.412
4. H 0.335
5. H 0.280
6. N -0.396
7. C -0.981


The following is a quantum chemistry calculation of a structure of composition C27H29ClCrN6O4SSe, from the Open Molecules 2025 dataset.

Output
Charge: -2
E_tot, eV: -162722.6793
2S+1: 5
Maximum force, eV/A: 0.8
LUMO level (spin up / spin down), Eh: 0.1459 / 0.1459

Atoms and positions in Å:
H 4.44648 2.99636 -0.70074
N 0.84366 0.71069 0.94752
H 4.15799 1.98349 -2.93931
C -4.21995 -0.09202 1.02199
H -0.99515 -1.02583 5.94259
H 0.06370 3.36041 -0.76200
N -0.89403 -4.35650 -0.44103
C 0.36301 -4.66602 0.17667
H 5.18827 2.15166 1.61079
C -1.27531 2.94315 -5.10941
C 3.05748 2.59358 1.52131
C -0.57298 2.83314 -1.46731
H 2.29882 -0.16449 2.14807
C 3.50587 1.69766 -2.12344
H -3.75002 -3.10757 -0.32738
H -0.94894 -5.48370 -2.21702
H 0.13097 4.02783 -3.11339
N -3.26604 0.57042 1.00504
S -1.59348 -2.41308 1.31932
C -1.53826 -5.31681 -1.31031
O -1.11578 5.55445 1.34675
C 1.16444 -2.02697 -1.66348
H 2.35381 0.32395 -3.30138
H -2.83083 1.06585 -4.04022
N -0.93264 0.34709 2.95070
H 0.38662 -2.76727 -1.85624
H -2.62779 0.22616 4.18253
C -2.88845 -4.64089 -1.59404
H -2.90035 0.40632 -1.68035
C 2.81986 1.94032 0.18720
H -2.84702 -4.03180 -2.50618
N -1.23113 3.23476 -6.22477
O 0.06695 3.62006 2.00001
C -1.39505 1.79117 -1.00471
C -1.57982 0.00163 4.06750
O -2.25841 3.51978 1.72343
C -0.52571 3.22638 -2.79410
H 0.01163 -0.36090 -2.43777
C -1.33109 2.57417 -3.73006
H -1.66971 -6.28448 -0.79799
H -3.69875 -5.36652 -1.69171
N -3.04445 -3.82908 -0.40809
C -1.82506 -3.54868 0.15893
H 1.89743 -2.07746 -2.47171
C -2.21527 1.19310 -1.97837
C -0.72655 -0.64517 4.96985
C 1.79022 1.02249 -0.04734
C 1.25406 0.14252 2.03990
H 3.18294 3.66689 1.35485
Cl -1.16786 4.36724 2.15547
C 4.29493 2.04237 2.22809
H 1.43320 -1.12668 4.73615
H -0.14965 -0.61668 -0.71291
C -2.19050 1.55735 -3.31379
C 2.49749 0.76939 -2.32545
O -1.34350 4.73456 3.53246
C 0.35753 -0.08028 3.10781
H 1.67052 -2.30969 -0.73831
Cr -1.31989 1.15872 1.02671
H 4.18154 0.98100 2.45286
C 0.56939 -0.62379 -1.53566
C 0.52190 -0.69956 4.35052
H 4.46511 2.56566 3.16787
C 1.63284 0.42035 -1.29914
H 2.18358 2.50060 2.16069
H 0.29460 -5.59063 0.76531
H 1.13577 -4.78524 -0.58666
C 3.66267 2.26606 -0.87124
Se -5.64407 -1.20654 0.92409
H 0.62818 -3.84446 0.84005

From a Mulliken analysis of the wavefunction, the atomic charges in e read:
1. H 0.434
2. N 1.379
3. H 0.358
4. C 0.110
5. H 0.412
6. H 0.448
7. N 0.461
8. C -1.106
9. H 0.363
10. C 0.030
11. C -0.736
12. C 0.098
13. H 0.317
14. C -1.171
15. H 0.123
16. H 0.351
17. H 0.435
18. N -0.542
19. S -0.045
20. C -0.641
21. O -0.730
22. C -1.287
23. H 0.463
24. H 0.409
25. N 0.819
26. H 0.297
27. H 0.529
28. C -0.628
29. H 0.356
30. C 0.698
31. H 0.297
32. N -0.674
33. O -0.655
34. C 0.000
35. C -0.949
36. O -0.614
37. C -1.004
38. H 0.391
39. C 0.702
40. H 0.311
41. H 0.329
42. N -0.095
43. C -0.330
44. H 0.394
45. C -0.019
46. C -0.639
47. C -0.704
48. C -0.080
49. H 0.615
50. Cl 1.743
51. C -1.359
52. H 0.466
53. H -0.613
54. C -0.938
55. C -0.605
56. O -0.725
57. C -0.401
58. H 0.284
59. Cr 0.093
60. H 0.287
61. C 0.405
62. C -1.093
63. H 0.419
64. C 0.636
65. H 0.180
66. H 0.308
67. H 0.351
68. C -0.619
69. Se -0.366
70. H 0.266


Question: Which value of maximum force does entry 3 give?
Answer: 0.8 eV/A


Question: What is the E_tot in the third record?
Answer: -162722.6793 eV


Question: Which value of maximum force does entry 3 give?
Answer: 0.8 eV/A